#a
The following is a DFT calculation (ωB97M-V/def2-TZVPD) of a cluster of 13 separate species, C4H35NO13 in total.

Geometry as ORCA input:
```
! RIJCOSX wB97M-V def2-TZVPD def2/J DEFGRID3
* xyz 0 1
C -0.857 0.215 -0.332
N -0.060 -0.748 -1.174
C -0.709 -2.145 -1.192
O -1.727 -2.111 -2.107
C -0.243 1.602 -0.448
C -1.308 2.552 0.225
H -0.756 -0.120 0.797
H -2.048 0.151 -0.557
H -0.032 -0.489 -2.116
H -0.223 -3.042 -1.491
H -1.190 -2.460 -0.245
H -1.258 -1.519 -2.915
H 0.683 1.720 0.112
H -0.107 1.776 -1.576
H -1.423 2.257 1.337
H -2.247 2.561 -0.369
H -0.747 3.387 0.255
H 0.436 -2.138 0.931
H 0.726 -2.622 2.366
O 0.949 -1.993 1.620
H 1.431 -1.353 4.275
H 2.046 -0.068 4.072
O 1.385 -0.455 4.676
H 2.482 1.623 1.438
H 3.500 2.104 2.423
O 2.767 2.358 1.970
H 3.013 -0.355 1.673
H 4.223 -0.639 2.676
O 3.348 -0.160 2.657
H -1.720 -3.118 3.634
H -1.964 -2.379 2.267
O -1.485 -3.141 2.674
H -4.077 -2.662 0.336
H -3.408 -1.707 -0.646
O -3.740 -1.761 0.283
H -1.314 2.578 -3.456
H -2.206 2.319 -2.281
O -1.958 1.979 -3.153
H 1.867 -0.805 -0.011
H 2.927 -1.759 -0.119
O 2.758 -0.942 -0.457
H 0.420 4.253 -3.019
H 1.403 3.175 -3.531
O 0.423 3.426 -3.666
H 1.466 0.740 -2.182
H 2.778 0.574 -3.087
O 2.180 1.279 -2.770
H -0.789 0.322 -3.829
H -2.085 -0.090 -4.343
O -1.164 -0.419 -4.111
H -0.880 1.192 5.014
H -0.531 -0.001 4.257
O -1.396 0.501 4.460
*
```

E_LUMO in eV: 0.1303
Highest occupied orbital energy in hartree: -0.3535

#b
The following is a DFT calculation (ωB97M-V/def2-TZVPD) of a cluster of 13 separate species, C4H35NO13 in total.

Geometry as ORCA input:
```
! RIJCOSX wB97M-V def2-TZVPD def2/J DEFGRID3
* xyz 0 1
C 0.386 0.103 -2.741
N 0.322 1.175 -1.725
C 0.675 2.481 -2.264
C 1.017 0.754 -0.500
C 0.794 1.692 0.713
O -0.028 0.934 1.640
H 0.616 0.563 -3.696
H 1.204 -0.558 -2.463
H -0.469 -0.573 -2.687
H 1.589 2.489 -2.873
H 1.015 3.172 -1.494
H -0.219 2.881 -2.730
H 2.121 0.803 -0.606
H 0.728 -0.283 -0.382
H 0.347 2.634 0.433
H 1.763 1.838 1.189
H 0.582 0.633 2.310
H -1.919 -3.843 -1.926
H -3.326 -3.482 -2.113
O -2.614 -3.951 -2.565
H 2.147 -1.650 1.382
H 3.601 -1.307 1.707
O 3.018 -1.638 1.001
H -2.862 2.424 -1.692
H -1.775 1.276 -1.680
O -2.661 1.536 -1.368
H 4.348 -0.519 0.302
H 5.049 0.699 -0.078
O 5.242 -0.127 0.399
H -0.411 -3.390 -0.672
H -0.522 -3.244 0.888
O -0.884 -2.956 0.048
H 3.081 -0.795 3.002
H 2.332 -0.096 4.055
O 2.424 -0.118 3.136
H -0.097 -2.448 3.304
H 0.309 -1.394 2.236
O 0.594 -2.183 2.686
H -4.950 -0.626 2.521
H -4.429 0.692 1.762
O -4.185 -0.142 2.202
H 2.429 -2.010 -3.519
H 3.896 -2.132 -3.426
O 3.217 -1.612 -3.879
H -2.126 -2.703 1.993
H -2.690 -1.308 2.385
O -2.242 -2.100 2.726
H -1.484 3.926 -0.412
H -2.847 3.759 0.354
O -2.134 4.379 0.137
H -2.930 2.106 1.682
H -3.367 1.946 0.213
O -3.674 2.289 1.089
*
```

E_LUMO in eV: -0.0307
Highest occupied orbital energy in hartree: -0.3338

Which of them is most stable? Easy: #b.

#a
The following is a DFT calculation (ωB97M-V/def2-TZVPD) of a cluster of 2 separate species, C4H13N in total.

Geometry as ORCA input:
```
! RIJCOSX wB97M-V def2-TZVPD def2/J DEFGRID3
* xyz 1 2
C -2.825 1.699 1.573
C -4.098 1.099 0.988
H -1.899 1.535 1.089
H -2.836 2.781 1.606
H -2.808 1.188 2.542
H -4.769 0.961 1.766
H -4.073 0.200 0.316
H -4.680 1.869 0.329
C 2.529 0.100 -0.257
N 2.600 -1.383 -0.433
C 2.133 -1.771 -1.830
H 1.560 0.540 -0.702
H 3.294 0.687 -0.817
H 2.311 0.469 0.757
H 3.572 -1.759 -0.467
H 2.422 -0.993 -2.631
H 2.235 -2.797 -1.914
H 1.030 -1.759 -1.681
*
```

E_LUMO (alpha / beta) in eV: -3.5752 / -9.1314
<S²>: 0.754
Highest occupied orbital energy (alpha / beta) in hartree: -0.4965 / -0.4965

#b
The following is a DFT calculation (ωB97M-V/def2-TZVPD) of a cluster of 2 separate species, C4H13N in total.

Geometry as ORCA input:
```
! RIJCOSX wB97M-V def2-TZVPD def2/J DEFGRID3
* xyz 1 2
C -0.078 -1.352 1.791
N -1.359 -1.817 2.239
H -0.188 -0.360 1.304
H 0.366 -2.097 1.141
H 0.563 -1.214 2.667
H -1.725 -1.307 3.043
H -1.986 -2.160 1.505
C 1.653 0.572 -1.085
C 0.662 1.553 -1.711
C -0.781 1.180 -1.397
H 1.583 0.709 0.001
H 2.655 0.616 -1.496
H 1.347 -0.478 -1.220
H 0.774 1.680 -2.781
H 0.907 2.528 -1.274
H -1.015 1.077 -0.334
H -1.463 2.026 -1.578
H -1.053 0.352 -2.050
*
```

E_LUMO (alpha / beta) in eV: -3.9775 / -9.0573
<S²>: 0.754
Highest occupied orbital energy (alpha / beta) in hartree: -0.5302 / -0.5302

Which of them is most stable? Easy: #b.

#a
The following is a DFT calculation (ωB97M-V/def2-TZVPD) of the molecule C18H22ClF2N3O4.

Geometry as ORCA input:
```
! RIJCOSX wB97M-V def2-TZVPD def2/J DEFGRID3
* xyz 0 1
C -4.012 2.621 -0.086
N -2.823 1.799 0.086
C -1.592 2.545 0.301
C -0.929 3.051 -0.978
C 0.369 3.819 -0.662
C 1.595 3.192 -1.308
N 1.776 1.851 -0.776
C 2.926 1.157 -0.943
O 3.916 1.573 -1.508
C 2.864 -0.197 -0.311
C 2.179 -0.633 0.770
C 2.461 -2.037 0.858
N 1.996 -2.971 1.698
C 2.429 -4.185 1.464
Cl 1.832 -5.438 2.516
C 3.313 -4.560 0.441
C 3.783 -3.597 -0.430
C 3.328 -2.314 -0.195
O 3.584 -1.190 -0.911
C -2.993 0.452 0.169
O -4.103 -0.056 0.144
C -1.766 -0.483 0.326
C -1.404 -0.577 1.811
O -0.676 0.035 -0.445
C -2.191 -1.852 -0.223
C -1.138 -2.925 -0.135
F -1.639 -4.096 -0.605
F -0.070 -2.603 -0.967
H -4.831 1.999 -0.429
H -4.294 3.091 0.860
H -3.813 3.403 -0.819
H -1.835 3.396 0.945
H -0.881 1.934 0.850
H -0.728 2.195 -1.622
H -1.629 3.688 -1.522
H 0.296 4.855 -0.992
H 0.530 3.853 0.421
H 1.483 3.158 -2.397
H 2.497 3.765 -1.096
H 0.950 1.331 -0.505
H 1.559 -0.040 1.420
H 3.602 -5.596 0.344
H 4.453 -3.836 -1.244
H -2.262 -0.944 2.374
H -0.565 -1.256 1.971
H -1.127 0.397 2.213
H -0.159 -0.714 -0.771
H -3.070 -2.194 0.320
H -2.476 -1.754 -1.272
H -0.712 -3.110 0.852
*
```

E_LUMO in eV: -0.0443
SMILES: CN(CCCCNC(=O)c1cc2nc(Cl)ccc2o1)C(=O)[C@](C)(O)CC(F)F
Highest occupied orbital energy in hartree: -0.3382

#b
The following is a DFT calculation (ωB97M-V/def2-TZVPD) of the molecule C18H22ClF2N3O4.

Geometry as ORCA input:
```
! RIJCOSX wB97M-V def2-TZVPD def2/J DEFGRID3
* xyz 0 1
C 4.089 -1.103 -0.472
N 2.720 -0.629 -0.614
C 1.670 -1.563 -0.234
C 1.696 -2.830 -1.093
C 0.469 -3.741 -1.004
C -0.885 -3.150 -1.403
N -1.356 -2.023 -0.621
C -1.833 -2.175 0.634
O -1.958 -3.242 1.202
C -2.198 -0.881 1.282
C -2.463 0.340 0.766
C -2.693 1.192 1.898
N -2.964 2.502 1.970
C -3.102 2.970 3.184
Cl -3.446 4.670 3.330
C -2.992 2.225 4.370
C -2.706 0.877 4.295
C -2.554 0.375 3.016
O -2.256 -0.895 2.647
C 2.555 0.589 -1.185
O 3.516 1.242 -1.565
C 1.141 1.231 -1.262
C 0.712 1.627 0.153
O 0.205 0.297 -1.836
C 1.262 2.457 -2.171
C 0.024 3.307 -2.261
F 0.232 4.323 -3.137
F -1.034 2.567 -2.774
H 4.741 -0.270 -0.224
H 4.117 -1.843 0.327
H 4.460 -1.560 -1.392
H 1.811 -1.829 0.820
H 0.722 -1.065 -0.310
H 1.819 -2.508 -2.134
H 2.583 -3.418 -0.847
H 0.640 -4.607 -1.648
H 0.373 -4.132 0.013
H -0.853 -2.816 -2.442
H -1.634 -3.939 -1.334
H -1.124 -1.097 -0.948
H -2.503 0.611 -0.276
H -3.130 2.718 5.320
H -2.606 0.259 5.177
H 1.422 2.346 0.565
H -0.282 2.074 0.151
H 0.684 0.761 0.813
H -0.372 0.793 -2.430
H 2.074 3.087 -1.813
H 1.531 2.139 -3.180
H -0.326 3.737 -1.323
*
```

E_LUMO in eV: -0.1403
SMILES: CN(CCCCNC(=O)c1cc2nc(Cl)ccc2o1)C(=O)[C@](C)(O)CC(F)F
Highest occupied orbital energy in hartree: -0.3398

Which of them is most stable? Easy: #a.

#a
The following is a DFT calculation (ωB97M-V/def2-TZVPD) of the molecule CH5N3S2.

Geometry as ORCA input:
```
! RIJCOSX wB97M-V def2-TZVPD def2/J DEFGRID3
* xyz 0 1
C 0.064 -0.115 0.046
H -0.751 2.882 0.963
H -0.650 1.325 -1.095
H 0.214 0.355 1.842
H -0.269 -1.030 -1.693
H 1.121 -2.965 -0.093
N -0.818 0.909 -0.192
N 0.576 -0.347 1.214
N 0.442 -0.802 -1.061
S -1.603 1.866 1.003
S 1.674 -2.078 -0.934
*
```

E_LUMO in eV: 0.4505
SMILES: N=C(NS)NS
Highest occupied orbital energy in hartree: -0.3367

#b
The following is a DFT calculation (ωB97M-V/def2-TZVPD) of the molecule CH5N3S2.

Geometry as ORCA input:
```
! RIJCOSX wB97M-V def2-TZVPD def2/J DEFGRID3
* xyz 0 1
C 0.003 0.067 0.034
H -2.302 0.615 -1.199
H -0.988 -1.644 -0.578
H -1.070 1.660 0.087
H 1.228 -1.541 0.636
H 2.925 0.712 1.208
N -1.047 -0.768 -0.025
N -0.106 1.372 -0.016
N 1.204 -0.723 -0.005
S -2.529 0.092 0.020
S 2.681 0.157 -0.163
*
```

E_LUMO in eV: 0.4313
SMILES: N=C(NS)NS
Highest occupied orbital energy in hartree: -0.3358

Which of them is most stable? Easy: #a.

#a
The following is a DFT calculation (ωB97M-V/def2-TZVPD) of a cluster of 2 separate species, C5H13N2O in total.

Geometry as ORCA input:
```
! RIJCOSX wB97M-V def2-TZVPD def2/J DEFGRID3
* xyz 2 2
N -2.813 0.332 -2.130
C -2.319 -0.241 1.583
C -0.891 -0.721 1.223
N -0.375 0.009 0.075
C 1.462 1.227 -0.989
C 1.009 0.428 0.250
C 1.963 -0.741 0.412
O 3.102 -0.679 0.046
H -2.885 -0.138 0.654
H -3.446 1.058 -1.764
H -2.862 0.083 -3.128
H -2.824 -1.011 2.158
H -2.260 0.711 2.099
H -0.985 -1.786 0.961
H -0.214 -0.645 2.080
H -1.886 0.329 -1.662
H 2.525 1.493 -0.914
H 1.296 0.683 -1.913
H 0.936 2.179 -0.985
H 1.253 0.982 1.180
H 1.593 -1.701 0.835
*
```

E_LUMO (alpha / beta) in eV: -12.6442 / -12.7408
<S²>: 1.765
Highest occupied orbital energy (alpha / beta) in hartree: -0.6761 / -0.7025

#b
The following is a DFT calculation (ωB97M-V/def2-TZVPD) of a cluster of 2 separate species, C5H13N2O in total.

Geometry as ORCA input:
```
! RIJCOSX wB97M-V def2-TZVPD def2/J DEFGRID3
* xyz 2 2
C 0.827 0.702 3.296
C -0.228 0.948 2.278
C -1.178 1.854 2.262
N -0.176 -0.012 1.117
H 0.911 1.549 3.963
H 0.598 -0.184 3.901
H 1.797 0.454 2.859
H -1.882 1.912 1.443
H -1.238 2.574 3.061
H 0.811 -0.171 0.885
H -0.561 0.356 0.248
H -0.581 -0.922 1.361
C 0.200 0.390 -2.891
N -0.047 -0.876 -3.454
C 0.028 -2.117 -2.761
O 0.315 0.560 -1.708
H 0.334 1.190 -3.628
H -0.113 -0.913 -4.477
H 1.039 -2.224 -2.343
H -0.137 -2.932 -3.460
H -0.719 -2.137 -1.953
*
```

E_LUMO (alpha / beta) in eV: -7.8709 / -13.0639
<S²>: 0.767
Highest occupied orbital energy (alpha / beta) in hartree: -0.6329 / -0.6329

Which of them is most stable? Easy: #b.

#a
The following is a DFT calculation (ωB97M-V/def2-TZVPD) of a cluster of 2 separate species, C4H8NO3 in total.

Geometry as ORCA input:
```
! RIJCOSX wB97M-V def2-TZVPD def2/J DEFGRID3
* xyz 0 2
C 1.106 -1.518 0.616
C 0.533 -0.731 1.732
O 1.119 -0.687 2.815
N -0.668 -0.107 1.644
H -1.067 0.445 2.378
H -0.917 0.033 0.683
H 0.381 -2.161 0.116
H 2.000 -2.015 0.934
H 1.273 -0.985 -0.339
C -1.000 0.688 -1.937
C 0.088 1.609 -1.011
O 1.122 1.104 -0.634
O -0.489 2.661 -0.686
H -0.603 0.560 -2.923
H -1.895 1.303 -2.065
H -0.982 -0.199 -1.323
*
```

E_LUMO (alpha / beta) in eV: 0.4609 / -3.7564
<S²>: 0.757
Highest occupied orbital energy (alpha / beta) in hartree: -0.3476 / -0.3476

#b
The following is a DFT calculation (ωB97M-V/def2-TZVPD) of a cluster of 2 separate species, C4H8NO3 in total.

Geometry as ORCA input:
```
! RIJCOSX wB97M-V def2-TZVPD def2/J DEFGRID3
* xyz 0 2
C -1.151 -1.368 -1.485
C -1.237 -0.133 -2.299
O -1.754 -0.055 -3.403
N -0.828 1.031 -1.697
H -0.766 1.898 -2.197
H -0.387 1.015 -0.778
H -1.642 -2.187 -1.974
H -1.531 -1.071 -0.489
H -0.148 -1.708 -1.217
C 1.680 0.621 2.737
C 0.902 0.026 1.600
O 0.085 0.769 0.979
O 1.035 -1.120 1.171
H 2.634 0.135 2.976
H 1.048 0.533 3.618
H 2.061 1.612 2.459
*
```

E_LUMO (alpha / beta) in eV: 0.4623 / -3.9861
<S²>: 0.758
Highest occupied orbital energy (alpha / beta) in hartree: -0.3420 / -0.3419

Which of them is most stable? Easy: #b.